Entry 1:
The following is a DFT calculation (ωB97M-V/def2-TZVPD) of a molecular structure, C35H48BCl3F4MoN3O3S2.

Output
LUMO energy (spin up / spin down) = -3.8 / -3.3 eV
charge = +1
HOMO level (spin up / spin down) = -10.352 / -10.438 eV
HOMO-LUMO gap (spin up / spin down) = 6.56 / 7.12 eV
multiplicity = 3
energy = -120328.490 eV

The geometry in XYZ format:
```
100
Properties=species:S:1:pos:R:3:forces:R:3:mulliken_charge:R:1
Mo 0.541 -0.057 0.243 0.1 0.2 3.3 1.14
Cl -1.797 -4.388 -5.518 0.0 -0.1 -0.1 -0.18
C -1.346 -3.390 -4.195 0.0 0.1 0.1 0.40
C -0.414 -3.850 -3.279 0.0 -0.1 0.0 -0.71
C -0.041 -3.039 -2.226 -0.1 0.6 0.2 0.86
Cl 1.111 -3.576 -1.071 0.1 -0.2 0.0 -0.16
C -0.576 -1.750 -2.080 -0.1 -0.6 -0.6 -1.43
O -0.174 -0.948 -1.070 -1.3 -1.5 -3.3 -0.37
C -1.533 -1.329 -3.013 0.4 0.1 0.5 0.78
Cl -2.208 0.239 -2.804 -0.1 0.1 -0.1 -0.17
C -1.924 -2.137 -4.062 0.0 0.0 0.0 -0.77
H 0.023 -4.832 -3.380 0.0 0.0 0.0 0.50
H -2.662 -1.791 -4.771 0.0 0.0 0.0 0.48
C 6.218 -2.382 2.692 0.0 0.0 0.0 -1.64
C 5.191 -1.932 1.690 -0.1 0.0 -0.1 0.10
C 5.553 -1.595 0.393 -0.1 0.0 0.0 -0.95
C 4.590 -1.207 -0.528 0.1 0.0 -0.1 0.32
C 4.969 -0.821 -1.931 -0.1 0.0 0.0 -1.54
C 3.262 -1.197 -0.137 -0.2 0.0 0.2 -0.09
C 2.853 -1.475 1.182 0.4 0.1 -0.3 0.93
C 3.857 -1.848 2.078 0.0 0.1 0.2 -0.68
N 1.489 -1.276 1.458 -0.3 -0.2 -0.4 1.39
C 0.738 -1.736 2.649 -0.6 0.0 0.4 2.09
C -0.379 -2.657 2.119 0.1 -0.2 0.0 -1.62
C 1.456 -2.542 3.734 0.2 0.1 -0.2 -2.71
C 0.117 -0.503 3.336 0.2 -0.1 -0.2 -0.95
H 7.223 -2.315 2.281 0.0 0.0 0.0 0.40
H 6.036 -3.419 2.979 0.0 0.0 0.0 0.32
H 6.173 -1.777 3.597 0.0 0.0 0.0 0.37
H 6.592 -1.649 0.091 0.0 0.0 0.0 0.31
H 6.038 -0.942 -2.089 0.0 0.0 0.0 0.42
H 4.708 0.222 -2.118 0.0 0.0 0.0 0.26
H 4.442 -1.433 -2.664 0.0 0.0 0.0 0.33
H 2.513 -0.993 -0.902 0.1 -0.1 -0.1 0.12
H 3.650 -2.063 3.111 -0.1 0.0 0.0 0.49
H 0.095 -3.516 1.642 -0.1 -0.1 0.1 0.48
H -1.875 -1.493 1.533 -0.1 0.0 0.0 -0.59
H -1.000 -3.010 2.947 0.0 0.0 0.0 0.36
H 1.986 -3.401 3.326 0.0 0.0 0.0 0.57
H 0.703 -2.913 4.430 0.0 0.0 0.0 0.56
H 2.139 -1.916 4.304 0.0 -0.1 0.0 0.51
H -0.612 -0.005 2.682 0.0 0.1 0.1 -0.45
H 0.892 0.218 3.594 0.0 0.0 0.0 0.43
H -0.396 -0.801 4.251 -0.1 0.0 0.0 0.58
C -6.103 3.313 0.970 0.1 0.1 0.1 -1.18
C -4.896 4.246 1.020 0.0 -0.1 0.0 -0.59
C -3.631 3.610 0.426 -0.1 0.0 -0.1 -0.16
N -2.545 3.588 1.401 0.3 0.0 0.1 0.42
C -1.394 2.965 1.236 0.2 0.1 0.3 0.15
S -1.125 2.045 -0.177 0.0 -0.4 -0.3 -0.24
N -0.401 3.047 2.167 0.0 0.0 0.0 0.49
C -0.328 3.436 3.531 -0.1 0.0 0.0 0.21
O 0.417 2.799 4.232 0.0 0.1 0.0 -0.55
C -1.088 4.608 4.030 -0.1 0.2 0.1 0.32
C -1.453 4.603 5.376 0.0 -0.1 -0.1 -0.62
C -2.114 5.688 5.923 0.0 0.0 0.0 -0.73
C -2.407 6.790 5.130 0.0 0.0 0.0 -0.50
C -2.006 6.821 3.803 -0.1 0.0 -0.1 -0.72
C -1.340 5.738 3.250 0.1 -0.1 0.0 0.04
H -6.960 3.774 1.461 0.0 0.0 0.0 0.42
H -5.884 2.374 1.480 0.0 -0.1 0.0 0.11
H -6.382 3.090 -0.061 0.0 0.0 0.0 0.36
H -4.707 4.530 2.059 0.0 0.0 0.0 0.24
H -5.135 5.164 0.482 0.1 0.1 0.1 0.33
H -3.294 4.154 -0.460 0.0 0.0 0.0 0.49
H -3.822 2.584 0.117 0.0 -0.1 0.0 -0.06
H -2.652 4.166 2.221 0.0 0.1 0.1 0.03
H 0.403 2.474 1.937 0.0 0.0 0.0 -0.24
H -1.193 3.743 5.978 0.0 0.0 0.0 0.56
H -2.393 5.678 6.968 0.0 0.0 0.0 0.42
H -2.922 7.640 5.559 0.0 0.0 0.0 0.44
H -2.201 7.697 3.198 0.0 0.0 0.0 0.46
H -0.962 5.799 2.236 -0.1 -0.1 -0.1 0.49
F 3.975 2.132 0.890 0.0 0.0 0.0 -0.18
B 2.952 2.517 0.161 -0.1 0.1 -0.1 0.42
F 2.688 1.900 -0.993 0.1 0.0 0.0 -0.24
F 2.301 3.636 0.437 0.1 0.0 0.0 -0.19
F 1.478 1.264 1.175 1.1 1.5 0.7 -0.42
C -2.985 1.198 4.806 -0.2 0.0 -0.1 -0.66
C -4.356 0.791 4.278 0.1 0.0 0.0 -0.48
C -4.282 -0.401 3.334 0.1 0.1 -0.2 -1.00
S -3.434 0.035 1.763 -0.3 0.1 0.2 0.32
O -1.176 -2.043 1.126 0.3 0.3 0.0 0.55
C -4.607 -0.525 0.479 0.3 0.0 0.0 -1.18
C -4.352 -1.937 -0.031 -0.1 0.0 0.1 0.14
C -4.660 -3.016 1.001 0.1 0.1 -0.1 -1.33
H -3.060 2.105 5.403 0.1 0.0 0.0 0.39
H -2.292 1.385 3.981 0.0 0.0 0.0 -0.10
H -2.564 0.410 5.433 0.1 0.0 0.0 0.34
H -4.821 1.636 3.766 -0.1 0.0 0.0 0.05
H -5.004 0.520 5.116 0.0 0.0 0.0 0.49
H -5.274 -0.761 3.066 0.0 0.0 0.0 0.54
H -3.728 -1.215 3.803 -0.1 -0.1 0.0 0.35
H -4.492 0.191 -0.337 -0.1 0.0 0.0 0.34
H -5.611 -0.429 0.895 0.0 0.1 -0.1 0.65
H -3.312 -2.024 -0.356 0.0 0.0 -0.1 -0.25
H -4.987 -2.086 -0.909 0.1 0.0 0.0 0.57
H -3.976 -2.955 1.850 0.0 0.0 0.0 0.15
H -4.556 -4.005 0.557 0.0 0.0 0.1 0.41
H -5.682 -2.922 1.372 0.0 0.0 0.0 0.39
```
Positions in Å, forces in eV/Å.

=====

Entry 2:
The following is a DFT calculation (ωB97M-V/def2-TZVPD) of a molecular structure, C35H48Br2CsN3O2S2Si.

Output
LUMO energy = 0.3 eV
HOMO level = -7.550 eV
HOMO-LUMO gap = 7.82 eV
energy = -215823.306 eV

The geometry in XYZ format:
```
94
Properties=species:S:1:pos:R:3:forces:R:3:mulliken_charge:R:1
Cs -0.763 -2.227 -0.589 1.3 -0.7 0.1 1.33
N 2.000 -2.812 -0.568 0.5 -0.2 -0.2 -0.15
S 3.120 -3.153 -1.610 -0.1 0.1 -0.1 0.10
C 4.440 -1.940 -1.462 0.1 0.0 0.2 0.31
C 5.673 -2.154 -2.063 0.0 0.0 -0.1 -0.42
C 6.681 -1.221 -1.895 0.0 0.0 0.0 -0.53
C 6.456 -0.082 -1.132 0.0 0.0 0.0 -0.55
C 5.217 0.130 -0.552 0.0 0.1 0.0 -0.49
C 4.200 -0.800 -0.717 0.0 0.0 0.0 -0.12
C 4.066 -4.591 -1.111 0.1 -0.1 0.0 0.19
C 4.714 -4.637 0.116 -0.1 0.0 0.0 -0.18
C 5.394 -5.784 0.479 0.0 0.0 0.1 -0.68
C 5.426 -6.877 -0.378 0.0 -0.1 0.0 -0.37
C 4.775 -6.829 -1.599 0.0 0.0 0.0 -0.58
C 4.088 -5.679 -1.969 0.0 0.1 0.0 -0.23
H 2.376 -2.708 0.375 -0.1 0.0 0.1 -0.10
H 5.848 -3.048 -2.648 0.0 -0.1 0.0 0.40
H 7.647 -1.387 -2.352 0.0 0.0 0.0 0.38
H 7.252 0.636 -0.989 0.0 0.0 0.0 0.38
H 5.033 1.020 0.036 0.0 0.0 0.0 0.44
H 3.228 -0.644 -0.269 -0.1 0.0 0.0 0.35
H 4.680 -3.782 0.780 0.0 0.0 0.0 0.40
H 5.906 -5.829 1.431 0.0 0.0 0.0 0.38
H 5.956 -7.773 -0.084 0.0 0.0 0.0 0.38
H 4.797 -7.682 -2.263 0.0 0.0 0.0 0.38
H 3.569 -5.627 -2.917 0.0 0.0 0.0 0.38
C 0.228 -3.194 5.807 0.1 0.0 0.1 -0.94
N -0.643 -2.686 4.775 0.0 0.1 -0.1 0.20
C -2.025 -2.688 4.818 -0.3 0.1 -0.2 -0.38
C -2.463 -2.164 3.655 -0.2 -0.1 0.3 -0.55
N -1.346 -1.845 2.925 0.3 -0.1 0.1 0.49
C -0.210 -2.178 3.595 0.4 0.1 -0.2 0.00
S 1.405 -2.016 3.105 -0.4 0.1 -0.1 -0.44
H -0.244 -3.040 6.775 0.0 0.0 0.0 0.33
H 1.170 -2.653 5.756 0.0 0.0 0.0 0.33
H 0.423 -4.257 5.655 0.0 0.0 0.0 0.29
H -2.565 -3.058 5.669 0.0 0.0 0.0 0.44
H -3.451 -1.984 3.273 0.0 0.0 0.0 0.36
H -1.374 -1.465 1.999 -0.1 0.1 -0.1 -0.23
C -3.227 2.337 -0.215 0.0 0.0 0.0 -2.03
C -2.190 2.823 -1.236 0.2 0.1 0.1 2.34
C -2.666 4.173 -1.790 0.0 0.1 0.0 -1.79
C -2.203 1.795 -2.377 0.1 0.0 0.0 -1.94
Si -0.444 3.004 -0.421 -0.3 0.3 -0.1 0.02
Br 0.310 0.894 -0.234 0.4 0.0 0.1 -0.81
C -0.490 3.649 1.398 0.0 -0.1 -0.2 2.36
C -1.125 2.636 2.365 0.0 -0.1 -0.1 -2.00
C -1.282 4.960 1.490 0.0 0.0 0.0 -1.75
C 0.931 3.903 1.917 0.0 0.0 0.0 -2.08
C 0.862 3.881 -1.540 -0.1 -0.1 0.1 2.50
C 2.303 3.499 -1.163 -0.1 -0.1 0.0 -1.95
C 0.724 5.406 -1.447 0.0 0.0 0.0 -1.86
C 0.686 3.468 -3.008 0.0 0.0 0.0 -2.08
H -4.181 2.189 -0.728 0.0 0.0 0.0 0.61
H -3.400 3.054 0.586 0.0 0.0 0.0 0.33
H -2.946 1.379 0.228 0.0 0.0 0.0 0.33
H -3.676 4.057 -2.192 -0.1 0.0 0.0 0.54
H -2.036 4.537 -2.601 0.0 0.0 0.0 0.29
H -2.708 4.949 -1.025 0.0 0.0 0.0 0.29
H -3.215 1.751 -2.787 -0.1 0.0 0.0 0.55
H -1.956 0.792 -2.029 0.0 0.0 0.0 0.36
H -1.530 2.048 -3.193 0.0 0.0 0.0 0.27
H -2.180 2.459 2.170 0.0 0.0 0.0 0.31
H -1.041 3.032 3.380 0.0 0.0 0.1 0.54
H -0.609 1.676 2.344 0.0 0.0 0.0 0.41
H -2.326 4.831 1.208 0.0 0.0 0.0 0.29
H -0.863 5.751 0.867 0.0 0.0 0.0 0.29
H -1.266 5.315 2.524 0.0 0.0 0.0 0.52
H 1.546 3.003 1.867 0.0 0.0 0.0 0.35
H 0.874 4.205 2.966 0.0 0.0 0.1 0.60
H 1.439 4.702 1.380 0.0 0.0 0.0 0.32
H 2.565 3.752 -0.139 0.0 0.0 0.0 0.29
H 2.988 4.040 -1.823 0.0 0.0 0.0 0.53
H 2.484 2.434 -1.304 0.0 0.0 0.0 0.33
H 0.965 5.781 -0.453 0.0 0.0 0.0 0.31
H -0.277 5.754 -1.704 -0.1 0.0 0.0 0.31
H 1.423 5.871 -2.147 0.0 0.0 0.0 0.54
H 0.764 2.387 -3.134 0.0 0.0 0.0 0.33
H 1.483 3.927 -3.599 0.0 0.0 0.0 0.61
H -0.261 3.795 -3.432 0.0 0.0 0.0 0.34
Br -7.797 -0.920 -3.972 0.0 0.0 0.0 -0.22
C -7.084 -1.431 -2.288 0.0 0.0 0.0 -0.09
C -7.951 -1.729 -1.252 -0.1 0.0 0.0 -0.32
C -7.423 -2.098 -0.023 0.0 0.0 0.0 -0.64
C -6.051 -2.157 0.159 0.1 0.0 -0.1 -0.26
C -5.192 -1.858 -0.893 -0.1 -0.1 0.2 0.16
C -5.713 -1.497 -2.125 0.0 0.0 -0.1 -0.30
C -3.683 -1.914 -0.712 -1.1 0.1 0.3 1.00
O -3.003 -1.747 -1.743 -0.5 0.2 -0.6 -1.03
O -3.269 -2.114 0.463 -0.1 0.1 0.2 -0.92
H -9.019 -1.672 -1.403 0.0 0.0 0.0 0.40
H -8.091 -2.339 0.793 0.0 0.0 0.0 0.39
H -5.619 -2.435 1.110 0.0 0.0 0.0 0.35
H -5.037 -1.275 -2.937 0.0 0.0 0.0 0.45
```
Positions in Å, forces in eV/Å.

=====

Computed values of largest force on an atom (unit: eV Å⁻¹) for the preceding records, in sequence: 3.82, 1.52.